The following is a DFT calculation (ωB97M-V/def2-TZVPD) of the ion C3H6OS with charge -2 at a distorted geometry.

```
11
Properties=species:S:1:pos:R:3:forces:R:3:nbo_charge:R:1
O -1.508 -1.522 -1.385 0.3312 0.2679 -0.1179 -1.010
C -0.332 -1.011 -0.889 -0.6422 -1.2373 -0.0277 -0.012
C -0.528 0.148 0.096 0.8677 -0.0661 0.5823 -0.438
C 0.746 0.768 0.689 -0.1354 1.2410 -0.3393 -0.494
S 0.453 2.096 1.980 0.0631 -0.4206 0.0987 -0.829
H 0.227 -1.821 -0.322 0.0755 0.2723 0.1420 0.047
H 0.407 -0.760 -1.686 0.0665 0.5036 -0.1474 0.058
H -1.097 -0.266 0.933 -0.3219 0.1836 -0.1081 0.178
H -1.078 0.965 -0.369 -0.3157 -0.0911 -0.0285 0.178
H 1.237 1.366 -0.088 0.1393 -0.4327 -0.2037 0.162
H 1.475 0.038 1.040 -0.1282 -0.2207 0.1495 0.160
```
Forces are in eV/Å.

Output
Total charge   -2
SMILES   [O-]CCC[S-]
Gap between HOMO and LUMO   5.2 eV
Energy relative to the best compared isomer or geometry (same formula, charge and spin)   3.18 kcal/mol
DFT total energy   -16088.0954 eV
E_LUMO   0.2323 Ha